# 1
{"formula": "C26H12CrF4N7OSe2Te2", "method": "ωB97M-V/def2-TZVPD", "homo_lumo_gap_ev": [4.38, 4.37], "total_charge": -1, "symbols": ["Cr", "C", "C", "N", "N", "C", "O", "C", "C", "C", "C", "C", "C", "C", "C", "C", "C", "C", "N", "H", "H", "H", "H", "H", "H", "H", "H", "H", "H", "H", "H", "Se", "Te", "Te", "Se", "F", "C", "C", "F", "C", "C", "C", "F", "C", "C", "C", "N", "C", "N", "F", "C", "C", "N", "C", "N"], "coordinates": [[-1.863, -1.005, 0.951], [0.053, 3.153, -0.557], [-0.439, 1.737, -0.726], [0.081, 1.096, -1.707], [-0.283, -0.106, -2.255], [-0.820, -1.192, -1.815], [-1.288, -1.573, -0.654], [-0.977, -2.276, -2.847], [-0.296, -2.212, -4.059], [-0.457, -3.214, -5.002], [-1.303, -4.286, -4.744], [-1.981, -4.352, -3.536], [-1.816, -3.355, -2.586], [-1.133, 1.436, 1.824], [-1.862, 2.693, 2.225], [-2.841, 2.652, 3.136], [-3.196, 1.426, 3.803], [-2.597, 0.286, 3.403], [-1.644, 0.228, 2.420], [0.941, 3.292, -1.171], [0.276, 3.425, 0.473], [-0.720, 3.841, -0.909], [0.356, -1.370, -4.241], [0.082, -3.161, -5.939], [-1.428, -5.068, -5.483], [-2.641, -5.185, -3.328], [-2.336, -3.410, -1.639], [-1.577, 3.620, 1.745], [-3.360, 3.567, 3.394], [-3.946, 1.407, 4.578], [-2.853, -0.683, 3.817], [-1.178, -2.805, 2.382], [-2.620, -4.721, 1.615], [-4.782, -3.323, 2.341], [-4.165, -1.316, 0.918], [2.876, 2.886, 2.868], [2.820, 1.933, 1.950], [3.921, 1.722, 1.211], [5.003, 2.461, 1.458], [3.989, 0.759, 0.136], [2.793, -0.037, -0.002], [1.686, 0.212, 0.709], [0.689, -0.662, 0.640], [1.551, 1.272, 1.681], [0.365, 1.641, 2.245], [-1.437, 1.197, 0.235], [-2.492, 0.596, -0.059], [0.429, 2.415, 3.457], [0.431, 2.963, 4.468], [2.824, -1.082, -0.819], [5.092, 0.593, -0.652], [5.168, -0.338, -1.737], [5.299, -1.026, -2.648], [6.305, 1.339, -0.501], [7.303, 1.907, -0.465]], "mulliken_charge": [-0.0438, -1.2833, 0.2575, -0.8274, -0.4675, 0.8682, 0.3413, 0.1369, -0.3900, -0.6587, -0.3696, -0.7079, -0.2734, 2.9302, -0.8627, -0.2548, -1.0890, -0.4355, 0.0350, 0.4216, 0.3641, 0.2463, 0.4470, 0.3723, 0.3676, 0.4045, 0.2081, 0.3749, 0.4403, 0.3976, 0.4758, -0.3210, -0.2351, -0.1482, -0.2799, -0.3177, -0.5731, 0.3013, -0.3318, 0.1113, 0.6710, -0.1027, -0.3164, 1.2362, 0.1023, 1.1150, -1.1348, -0.9395, -0.6629, -0.3425, 1.0105, -0.0586, -0.5671, -0.0797, -0.5617]}

=====

# 2
{"formula": "C5H6N3S", "method": "ωB97M-V/def2-TZVPD", "de_lowest_kj_mol": 365.8, "homo_lumo_gap_ev": [7.05, 6.73], "total_charge": 1, "symbols": ["C", "C", "C", "C", "C", "N", "N", "N", "S", "H", "H", "H", "H", "H", "H"], "coordinates": [[3.515, 1.034, -0.263], [-1.216, -1.371, -0.124], [-0.983, -0.046, -0.065], [0.924, -1.036, -0.015], [-1.909, 1.052, 0.202], [2.616, 1.744, -0.437], [0.358, 0.128, 0.100], [0.057, -1.979, -0.107], [4.665, -0.124, 0.018], [-2.256, -1.857, -0.223], [-1.627, 1.951, 0.798], [-2.318, 1.667, -0.552], [-2.839, 0.778, 0.676], [0.791, 1.018, 0.299], [0.224, -2.959, -0.306]], "mulliken_charge": [0.3918, -0.4335, 0.6081, 0.1880, -1.3116, -0.4339, -0.0072, -0.0176, 0.0144, 0.3444, 0.3346, 0.3601, 0.3348, 0.3748, 0.2529]}